Below is C4H5NO2 in the gas phase, with properties calculated with ωB97M-V with the def2-TZVPD basis set.

The calculation puts the highest occupied orbital energy at -0.3104 hartree. The value obtained for the HOMO-LUMO gap is 8.41 eV.

Element x y z (Å)
C (1.65763, 0.78186, -0.51025)
C (0.70063, 0.31336, 0.54771)
O (1.12438, 0.38736, 1.86494)
C (-0.38889, -0.38043, 0.34614)
N (-1.33757, -1.16311, 0.28374)
C (-2.38101, -1.05285, -0.61332)
O (-2.23330, -0.48329, -1.67111)
H (1.18785, 0.82824, -1.49769)
H (2.05917, 1.77513, -0.27462)
H (2.49855, 0.08382, -0.56053)
H (0.37079, 0.56478, 2.43805)
H (-3.25823, -1.65487, -0.35307)

Cartesian forces, eV/Å:
C 0.02 -0.14 0.03
C 0.00 -0.44 -0.04
O 0.25 0.78 0.34
C -0.06 -0.18 -0.01
N 0.71 -0.01 -0.61
C -0.22 0.18 -0.38
O -0.48 -0.17 0.24
H -0.02 -0.09 0.26
H -0.22 -0.21 0.09
H 0.01 0.10 -0.02
H 0.09 0.00 0.06
H -0.08 0.17 0.05

Below is a molecular structure, C33H31IN7RhSb, with properties calculated with ωB97M-V with the def2-TZVPD basis set.

The calculation puts the highest occupied orbital energy (alpha / beta) at -0.5211 / -0.5722 hartree. Its expectation value of S² is 6.06. The value obtained for the HOMO-LUMO gap (alpha / beta) is 5.35 / 2.47 eV. Its spin multiplicity is 5. The net charge is +3.

Element x y z (Å)
Rh (-0.07570, 0.60005, -0.36841)
C (0.22330, 3.52250, -2.02041)
C (0.72706, 3.51971, -0.61199)
C (1.11907, 4.77827, -0.08373)
C (1.44826, 4.90334, 1.26873)
C (1.52789, 3.78353, 2.03012)
C (1.37510, 2.42498, 1.42311)
N (0.77891, 2.40732, 0.07860)
Sb (2.77864, -1.30152, 1.87819)
C (3.00920, -0.41964, -0.08154)
C (4.32674, -0.38384, -0.52199)
C (4.61776, -0.06843, -1.84043)
C (3.56473, 0.17385, -2.69900)
C (2.27153, 0.16024, -2.19750)
C (1.11111, 0.38475, -3.12163)
N (1.99924, -0.08496, -0.90571)
C (1.48605, -2.87596, 1.24804)
C (0.89277, -3.66226, 2.22506)
C (0.15723, -4.77237, 1.82917)
C (0.07178, -5.05922, 0.47759)
C (0.72126, -4.22797, -0.43693)
C (0.74991, -4.56310, -1.89751)
N (1.38973, -3.14152, -0.05622)
H (-0.52376, 4.30632, -2.14857)
H (-0.19796, 2.56658, -2.31630)
H (1.04832, 3.76290, -2.69382)
H (1.08959, 5.63868, -0.73411)
H (1.63225, 5.87640, 1.69752)
H (1.79672, 3.84495, 3.07161)
H (5.12569, -0.64018, 0.16095)
H (5.63870, -0.04921, -2.19420)
H (3.73191, 0.37051, -3.74769)
H (1.25850, 1.23424, -3.78519)
H (0.21620, 0.56327, -2.49797)
H (0.92206, -0.50097, -3.73031)
H (1.01929, -3.43017, 3.27568)
H (-0.31175, -5.41694, 2.56095)
H (-0.45716, -5.93516, 0.13098)
H (-0.18320, -5.01322, -2.23287)
H (1.54467, -5.28672, -2.08788)
H (0.97051, -3.67449, -2.48497)
N (-1.38976, -1.45871, 1.82248)
C (-0.65971, -0.46549, 2.43703)
C (-0.50641, -0.53864, 3.82909)
C (0.25642, 0.41337, 4.45677)
C (0.86978, 1.41674, 3.70252)
C (0.66869, 1.43595, 2.34161)
N (-0.10510, 0.51287, 1.72611)
C (-1.69092, -1.78544, 0.51132)
C (-2.61580, -2.83194, 0.34433)
C (-2.93489, -3.27057, -0.91378)
C (-2.32298, -2.66366, -2.01211)
C (-1.43768, -1.64668, -1.77492)
N (-1.12154, -1.18606, -0.53969)
H (-1.79250, -2.10874, 2.48264)
H (-0.96708, -1.34260, 4.38417)
H (0.40521, 0.37067, 5.52584)
H (1.51485, 2.13461, 4.18450)
H (2.40422, 2.02596, 1.29672)
H (-3.05909, -3.28941, 1.21753)
H (-3.63879, -4.07956, -1.04560)
H (-2.50736, -2.99489, -3.02277)
H (-0.91289, -1.17911, -2.59267)
I (-5.44066, 2.29702, -2.95973)
C (-4.19918, 2.40945, -1.37494)
C (-4.52259, 3.20569, -0.26112)
C (-3.61929, 3.23792, 0.77997)
C (-2.44650, 2.49442, 0.67754)
N (-2.13217, 1.73109, -0.37954)
C (-2.98707, 1.68273, -1.38857)
H (-5.44571, 3.76807, -0.22457)
H (-3.80637, 3.82760, 1.66568)
H (-1.71919, 2.50714, 1.47837)
H (-2.73010, 1.05568, -2.23365)

Cartesian forces, eV/Å:
Rh 0.41 -0.04 -0.08
C -0.07 -0.06 -0.05
C 0.09 -0.10 -0.01
C 0.03 0.00 0.05
C 0.00 -0.10 -0.01
C 0.04 -0.04 -0.08
C 0.12 0.03 0.02
N -0.24 0.25 -0.04
Sb 0.06 0.10 0.16
C 0.11 -0.16 0.16
C -0.02 -0.03 -0.06
C -0.05 -0.02 0.03
C -0.02 -0.04 0.09
C 0.04 0.07 -0.23
C -0.03 0.01 0.28
N -0.56 0.05 -0.12
C 0.09 0.08 -0.01
C -0.08 -0.14 0.10
C 0.03 0.00 -0.11
C 0.06 0.05 0.18
C -0.08 -0.13 -0.19
C 0.00 -0.03 -0.02
N 0.08 0.09 -0.03
H -0.01 0.02 -0.01
H 0.00 0.06 0.02
H 0.01 0.00 -0.02
H -0.01 0.05 -0.03
H 0.02 0.07 0.05
H 0.03 0.02 0.08
H 0.02 0.00 0.02
H 0.04 0.01 -0.01
H -0.01 0.02 -0.06
H 0.00 0.01 0.00
H -0.04 0.06 -0.42
H 0.04 -0.01 -0.02
H 0.02 0.00 0.05
H 0.00 -0.03 0.02
H -0.04 -0.05 -0.03
H -0.03 -0.01 -0.01
H 0.01 -0.01 -0.01
H -0.02 0.03 -0.02
N -0.37 0.21 0.06
C 0.12 -0.09 0.07
C 0.04 0.09 -0.08
C 0.01 0.01 -0.12
C -0.05 0.01 -0.09
C 0.03 0.01 0.17
N 0.01 -0.03 0.35
C 0.09 -0.19 -0.05
C 0.09 0.05 -0.06
C 0.02 0.07 0.03
C 0.10 0.00 0.06
C 0.05 -0.11 0.02
N -0.09 0.16 0.01
H 0.05 0.03 -0.08
H -0.04 -0.04 0.04
H 0.00 0.01 0.06
H -0.02 0.01 0.02
H -0.12 -0.04 0.01
H -0.01 -0.02 0.04
H -0.03 -0.04 -0.01
H -0.02 0.00 -0.03
H -0.02 0.05 -0.02
I -0.01 0.00 0.00
C 0.01 0.04 0.05
C 0.11 -0.01 0.14
C -0.17 0.03 -0.14
C 0.02 0.07 0.07
N 0.10 -0.30 -0.19
C 0.04 -0.08 0.03
H -0.03 0.03 0.01
H -0.02 0.02 0.02
H 0.01 0.00 0.04
H 0.02 -0.03 -0.03

Below is a molecular structure, C7H11O3PS in a non-equilibrium geometry, with properties calculated with ωB97M-V with the def2-TZVPD basis set.

The calculation puts the highest occupied orbital energy at -0.2947 hartree. The value obtained for the HOMO-LUMO gap is 8.59 eV.

Element x y z (Å)
C (-3.03606, -0.81616, -0.42736)
C (-2.36035, -0.41120, -1.53053)
C (0.03317, -0.03581, -0.28287)
C (-2.75349, -0.10012, 0.84909)
C (-1.46767, 0.59686, -1.29649)
C (2.74127, -1.17360, -0.74067)
C (1.86131, 1.00642, 1.88842)
O (-0.00254, -1.19329, 0.03200)
O (1.42768, 2.53832, -0.44396)
O (2.51893, 0.20158, -0.62706)
P (1.37975, 1.13630, 0.11147)
S (-1.74983, 1.36448, 0.38337)
H (-3.91431, -1.51642, -0.50899)
H (-2.37210, -0.96846, -2.48382)
H (-3.72391, 0.15673, 1.29039)
H (-2.03961, -0.77035, 1.45727)
H (-1.07588, 1.38343, -1.93853)
H (2.94550, -1.72790, 0.21953)
H (3.59683, -1.22707, -1.35042)
H (1.92380, -1.59520, -1.23023)
H (1.74706, 1.99109, 2.23820)
H (1.38427, 0.28701, 2.58194)
H (2.93616, 0.87333, 1.80924)

Cartesian forces, eV/Å:
C -1.07 -0.42 -1.77
C -2.32 -3.12 0.03
C -2.64 -0.39 -2.40
C 0.90 -0.74 0.20
C 5.70 3.17 3.21
C 0.48 -0.20 1.74
C -0.21 -0.65 -0.93
O 0.11 0.69 0.59
O -0.65 -2.46 0.94
O -0.56 2.25 0.75
P 2.09 0.17 -0.58
S -1.25 -0.19 -0.52
H 1.37 0.41 0.34
H -0.31 0.58 0.53
H 0.68 0.06 0.60
H -1.45 0.86 -0.33
H -0.39 -0.45 -0.36
H -0.34 0.79 -0.69
H 1.14 -0.40 -0.76
H -1.24 -1.13 -0.74
H -0.42 1.31 0.74
H 0.21 0.25 -0.81
H 0.17 -0.40 0.20

Below is C7H7ClN4 in the gas phase in a non-equilibrium geometry, with properties calculated with ωB97M-V with the def2-TZVPD basis set.

The calculation puts the highest occupied orbital energy at -0.2973 hartree. The value obtained for the HOMO-LUMO gap is 8.66 eV.

Element x y z (Å)
Cl (3.47889, 1.66446, 0.48881)
C (3.16088, 0.21939, -0.54681)
N (4.23547, -0.75651, -0.44305)
N (3.80951, -1.74542, 0.18655)
N (2.52126, -1.68599, 0.27998)
N (1.95000, -0.55216, -0.21926)
C (0.62527, -0.18924, -0.07862)
C (0.27288, 1.16332, -0.12480)
C (-1.08728, 1.61494, -0.09812)
C (-2.01088, 0.60229, 0.21734)
C (-1.68237, -0.71332, 0.30836)
C (-0.34919, -1.11910, 0.30453)
H (3.01458, 0.60499, -1.56604)
H (1.89525, -2.39021, 0.72082)
H (0.99050, 2.07813, -0.34292)
H (-1.33005, 2.60950, -0.14951)
H (-3.07144, 1.06171, 0.39342)
H (-2.36800, -1.55677, 0.60480)
H (-0.30969, -2.21698, 0.43790)

Cartesian forces, eV/Å:
Cl 0.25 0.19 0.46
C -1.67 -0.28 -1.73
N 0.50 1.72 0.08
N -0.56 -1.08 -0.48
N -2.86 -2.55 2.27
N 2.72 1.03 -0.85
C 0.23 0.13 1.34
C -0.37 3.78 -1.78
C 2.46 -5.26 1.27
C -3.14 3.62 -0.40
C 0.09 -1.84 1.66
C -1.02 -0.55 -1.15
H 0.47 0.20 0.45
H 1.37 0.78 -0.34
H -0.97 -2.65 0.51
H -0.53 2.14 -0.17
H 1.70 -1.63 -0.43
H 0.24 1.47 -0.50
H 1.06 0.78 -0.20

What did we get for molecular weight? Answer: 99.09; 877.23; 206.20; 182.61 g/mol, in the order shown.